No. 1
This record from OMol25 describes a molecular structure, C30H24F5N2O3P2S3TaTe. The level of theory is ωB97M-V with the def2-TZVPD basis set.

Properties
charge	+2
HOMO-LUMO gap	6.51	eV
LUMO energy	-6.52	eV

Each line ends with the Mulliken charge.
Cartesian coordinates (Å):
Ta: -2.309 3.708 -0.395  1.3218
S: -2.432 -0.184 1.734  -0.2605
P: -0.324 -0.420 1.528  1.0229
C: 0.047 -0.469 -0.134  0.2317
P: 0.817 -1.708 -1.043  0.3870
S: -1.077 -1.170 -1.475  -0.2531
C: 2.141 -1.129 -2.070  0.4449
C: 1.867 -0.540 -3.303  -0.4305
C: 2.901 0.024 -4.035  -0.7357
C: 4.194 0.014 -3.536  -0.5199
C: 4.466 -0.553 -2.296  -0.8953
C: 3.443 -1.123 -1.558  -0.0862
C: 1.026 -3.397 -0.561  0.9656
C: 2.196 -4.084 -0.897  -0.4275
C: 2.344 -5.412 -0.519  -0.8485
C: 1.329 -6.049 0.175  -0.5595
C: 0.150 -5.376 0.483  -0.7369
C: -0.008 -4.057 0.114  -0.6398
C: -0.007 -1.797 2.648  0.7980
C: 1.343 -2.141 2.798  -0.6315
C: 1.703 -3.213 3.592  -0.7586
C: 0.725 -3.943 4.258  -0.5650
C: -0.611 -3.604 4.120  -0.7623
C: -0.983 -2.538 3.311  -0.4963
C: 0.735 0.875 2.276  0.5449
C: 0.597 1.390 3.586  -0.7364
C: 1.543 2.269 4.093  -0.4891
C: 2.616 2.670 3.308  -0.6615
C: 2.739 2.187 2.017  -0.7261
C: 1.799 1.308 1.490  -0.1856
H: 0.855 -0.526 -3.686  0.4130
H: 2.697 0.469 -5.000  0.4362
H: 4.996 0.452 -4.114  0.4311
H: 5.476 -0.552 -1.909  0.4490
H: 3.666 -1.555 -0.589  0.5503
H: 2.979 -3.602 -1.461  0.5291
H: 3.244 -5.948 -0.783  0.4600
H: 1.445 -7.086 0.464  0.4409
H: -0.651 -5.892 0.996  0.4635
H: -0.937 -3.543 0.321  0.3593
H: 2.119 -1.568 2.301  0.3032
H: 2.747 -3.478 3.698  0.4688
H: 1.010 -4.772 4.892  0.4551
H: -1.372 -4.169 4.641  0.4512
H: -2.035 -2.309 3.209  0.3884
H: -0.154 0.974 4.254  0.4551
H: 1.432 2.643 5.102  0.5071
H: 3.346 3.364 3.701  0.4536
H: 3.567 2.510 1.399  0.4896
H: 1.885 0.966 0.467  0.6152
O: -3.980 3.968 -1.454  -0.7215
N: -4.181 3.794 -2.769  0.3316
C: -5.411 4.092 -3.245  -0.1807
C: -5.647 3.933 -4.581  -0.7841
C: -4.612 3.468 -5.400  -0.1052
C: -3.383 3.156 -4.868  -0.7952
C: -3.158 3.313 -3.497  0.7737
S: -1.698 2.888 -2.676  -0.3459
H: -6.112 4.451 -2.509  0.4831
H: -6.622 4.174 -4.976  0.4349
H: -4.779 3.345 -6.461  0.4232
H: -2.578 2.786 -5.484  0.4289
O: -3.301 0.983 -0.559  0.0496
N: -3.594 0.392 0.380  0.0610
F: -1.536 5.342 -0.851  -0.4650
Te: -1.293 3.227 2.446  1.3703
F: 0.294 3.956 1.851  -0.3414
F: -3.610 3.214 0.956  -0.5381
F: -0.871 4.221 3.986  -0.4096
F: -2.060 4.850 1.669  -0.4834
O: -1.152 2.533 0.434  0.3831

No. 2
This record from OMol25 describes 2 unconnected molecules or ions with the total composition C8H17N3O6. The level of theory is ωB97M-V with the def2-TZVPD basis set.

Properties
charge	0
HOMO-LUMO gap	9.84	eV
LUMO energy	0.33	eV
SMILES	C[C@@H](O)[C@H](N)C(=O)O.NC(=O)C[C@H](N)C(=O)O

Each line ends with the Mulliken charge.
Cartesian coordinates (Å):
C: -0.924 2.039 0.596  1.3252
C: -1.254 2.941 -0.633  0.0804
C: -1.953 0.836 0.770  -0.1009
C: -1.945 -0.152 -0.409  -0.6098
C: 2.203 -2.047 0.073  0.3427
C: 2.814 -1.321 1.193  0.1811
C: 0.995 -1.228 -0.424  -1.2031
C: 0.537 -1.582 -1.908  0.6753
H: -0.270 2.202 2.445  0.2250
H: -1.535 3.169 2.265  0.2443
H: 0.072 1.450 0.397  -0.3958
H: -2.951 1.205 0.935  0.5304
H: -2.136 0.457 2.623  0.3798
H: -2.398 0.330 -1.282  0.4015
H: -0.997 -0.494 -0.677  -0.6646
H: -2.510 -0.995 -0.136  0.4236
H: -0.755 3.324 -2.418  0.3152
H: 1.210 -3.307 1.264  0.2566
H: 1.266 -3.738 -0.256  0.3658
H: 2.928 -2.137 -0.744  0.3816
H: 1.109 -0.194 -0.272  0.3563
H: 0.211 -1.558 0.074  0.6607
H: -0.721 -0.776 -3.089  0.2622
H: -0.071 0.503 -2.290  0.2450
H: 3.801 0.283 1.687  0.3808
N: -0.709 2.775 1.849  -0.7259
N: 1.813 -3.416 0.481  -0.7627
N: -0.037 -0.496 -2.619  -0.4562
O: -2.038 3.847 -0.528  -0.5434
O: -1.590 0.161 1.925  -0.5288
O: -0.585 2.634 -1.810  -0.4062
O: 2.749 -1.850 2.265  -0.5359
O: 0.331 -2.778 -2.198  -0.6505
O: 3.340 -0.085 0.850  -0.4498

No. 3
This record from OMol25 describes a molecular structure, C2H4N4. The level of theory is ωB97M-V with the def2-TZVPD basis set.

Properties
charge	0
HOMO-LUMO gap	9.68	eV
LUMO energy	0.97	eV

Each line ends with the Mulliken charge.
Cartesian coordinates (Å):
N: 2.031 -0.279 -0.082  -0.3986
C: 0.726 -0.183 0.262  0.3131
N: -0.164 -1.069 0.237  -0.2081
N: -1.403 -0.759 -0.048  -0.3031
C: -1.404 1.056 0.017  0.0550
N: -0.258 1.481 0.052  -0.5047
H: 2.660 0.420 0.275  0.2495
H: 2.255 -0.615 -1.014  0.2330
H: -1.994 -1.491 0.381  0.2405
H: -2.442 1.373 -0.066  0.3234

No. 4
This record from OMol25 describes a single C14H23NO3 molecule. The level of theory is ωB97M-V with the def2-TZVPD basis set.

Properties
charge	0
HOMO-LUMO gap	9.22	eV
LUMO energy	0.52	eV
SMILES	CCCC(=O)C1=C(NCCO)CC(C)(C)CC1=O

Each line ends with the Mulliken charge.
Cartesian coordinates (Å):
C: 1.165 3.188 0.317  -0.9617
C: 2.407 2.688 1.045  -0.4170
H: 3.168 2.392 0.318  0.2720
H: 2.819 3.500 1.647  0.3846
C: 2.114 1.504 1.980  -0.6920
C: 1.741 0.291 1.165  0.4450
C: 0.345 0.021 0.858  0.2347
C: -0.742 0.665 1.599  0.4837
O: -0.621 1.174 2.697  -0.7053
C: -2.103 0.669 0.926  -1.3451
C: -2.442 -0.668 0.273  1.8972
C: -1.353 -0.953 -0.765  -1.5761
C: 0.032 -0.844 -0.199  0.5137
N: 0.979 -1.621 -0.716  -0.1989
C: 1.072 -2.186 -2.034  -0.6360
C: 2.014 -1.309 -2.889  -0.4988
O: 3.324 -1.287 -2.403  -0.5324
H: 3.348 -0.886 -1.522  0.3666
H: 2.073 -1.722 -3.898  0.4022
H: 1.597 -0.292 -2.948  0.2637
H: 0.100 -2.251 -2.522  0.3935
H: 1.505 -3.187 -1.950  0.2893
H: -1.500 -1.954 -1.176  0.6827
H: -1.446 -0.235 -1.587  0.3668
C: -2.471 -1.778 1.325  -1.8882
H: -2.717 -2.733 0.866  0.4411
H: -1.507 -1.869 1.819  0.3748
H: -3.221 -1.558 2.082  0.4591
C: -3.804 -0.587 -0.420  -2.1004
H: -3.816 0.208 -1.163  0.4252
H: -4.585 -0.385 0.308  0.4494
H: -4.036 -1.526 -0.917  0.4156
H: -2.847 0.939 1.677  0.4588
H: -2.088 1.457 0.167  0.3760
O: 2.670 -0.371 0.678  -0.9060
H: 1.894 -1.467 -0.253  0.4118
H: 1.334 1.770 2.687  0.4190
H: 3.031 1.259 2.521  0.3846
H: 0.381 3.428 1.031  0.2427
H: 0.786 2.433 -0.369  0.1683
H: 1.398 4.083 -0.255  0.4354

No. 5
This record from OMol25 describes 2 unconnected molecules or ions with the total composition CH7N4O. The level of theory is ωB97M-V with the def2-TZVPD basis set.

Properties
charge	+1
HOMO-LUMO gap	9.63	eV
LUMO energy	-3.48	eV

Each line ends with the Mulliken charge.
Cartesian coordinates (Å):
C: -1.527 0.014 0.008  0.7826
N: -1.551 -1.303 0.103  -0.3064
N: -0.517 0.792 0.008  -0.3343
N: 3.090 -0.082 0.029  -0.0799
N: 1.939 -0.099 -0.266  -0.4134
O: -2.707 0.547 -0.174  -0.4143
H: 0.535 0.475 -0.023  0.3593
H: -0.686 1.756 -0.079  0.1569
H: 3.365 0.438 0.915  0.2454
H: 3.902 -0.419 -0.511  0.2631
H: -2.403 -1.615 -0.164  0.2154
H: -0.871 -1.984 0.352  0.2128
H: -2.567 1.481 -0.198  0.3128

No. 6
This record from OMol25 describes 2 unconnected molecules or ions with the total composition C10H16. The level of theory is ωB97M-V with the def2-TZVPD basis set.

Properties
charge	0
HOMO-LUMO gap	9.88	eV
LUMO energy	0.99	eV
SMILES	Cc1ccccc1.CCC

Each line ends with the Mulliken charge.
Cartesian coordinates (Å):
C: -1.914 1.182 0.975  -0.1216
C: -2.573 0.343 2.078  -0.9052
C: -0.468 1.555 1.037  -0.7191
H: -2.265 0.624 0.085  0.1548
H: -2.390 2.284 0.777  0.2393
H: -2.340 0.678 3.089  0.2955
H: 0.099 0.492 1.170  0.0241
H: -0.114 2.194 0.245  0.2916
H: -2.097 -0.620 1.821  0.1037
H: -3.671 0.177 2.069  0.3019
H: -0.190 2.088 2.005  0.3533
C: -0.406 -2.299 -0.721  -1.2472
C: 1.450 0.835 -1.869  -0.6600
C: 0.464 -0.132 -1.685  -0.2104
C: 2.720 0.786 -1.359  -0.4451
C: 0.663 -1.307 -0.909  0.7516
C: 2.943 -0.381 -0.502  -0.3299
C: 1.938 -1.323 -0.295  -0.3096
H: 1.117 1.564 -2.528  0.4419
H: -0.384 -0.192 -2.395  0.2302
H: 3.407 1.720 -1.609  0.2346
H: 3.839 -0.507 0.077  0.3791
H: -0.889 -2.311 0.280  0.1527
H: -0.002 -3.334 -0.760  0.3761
H: 2.310 -2.074 0.383  0.3176
H: -1.248 -2.044 -1.456  0.3002

What is the LUMO energy in the sixth record?
0.99 eV

Among the records above, which one has the lowest HOMO-LUMO gap?
C30H24F5N2O3P2S3TaTe